Molecular formula: C24H38AsIrN2O7PSSe2
Method: DFT, the ωB97M-V functional and the def2-TZVPD basis

Last column: Löwdin charge in e.
CARTESIAN COORDINATES (ANGSTROEM)
Ir1 0.040 -0.527 0.752  1.348
C1 -2.440 -3.746 -1.551  0.015
N1 -2.853 -3.261 -0.219  -0.080
C2 -4.062 -3.854 0.376  0.013
C3 -2.208 -2.297 0.383  -0.355
O1 -1.217 -1.735 -0.168  -0.206
C4 -2.693 -1.807 1.717  -0.058
O2 -1.858 -0.729 2.124  -0.200
C5 -1.343 -0.842 3.449  -0.088
C6 -0.116 -1.752 3.389  -0.385
O3 0.213 -2.159 2.233  -0.089
N2 0.542 -2.061 4.480  -0.097
C7 0.126 -1.630 5.820  0.014
C8 1.767 -2.872 4.436  0.026
H1 -2.217 -4.809 -1.482  0.111
H2 -1.568 -3.200 -1.894  -0.001
H3 -3.262 -3.593 -2.250  0.114
H4 -4.343 -4.708 -0.230  0.106
H5 -4.893 -3.148 0.381  0.111
H6 -3.874 -4.207 1.389  0.102
H7 -2.671 -2.626 2.438  0.151
H8 -3.720 -1.450 1.639  0.162
H9 -2.109 -1.217 4.127  0.147
H10 -1.049 0.158 3.757  0.134
H11 -0.809 -1.080 5.795  0.088
H12 0.899 -0.995 6.250  0.107
H13 0.001 -2.503 6.457  0.111
H14 2.047 -3.055 3.407  0.082
H15 1.594 -3.820 4.945  0.111
H16 2.561 -2.331 4.949  0.107
Se1 -0.783 1.059 -0.867  0.596
P1 -0.354 0.487 -3.047  0.247
Se2 -0.242 -1.534 -3.641  0.376
C9 1.120 1.439 -3.419  -0.439
C10 2.257 0.806 -3.904  -0.097
C11 3.406 1.549 -4.145  -0.055
C12 3.417 2.913 -3.902  -0.058
C13 2.279 3.551 -3.416  -0.070
C14 1.134 2.816 -3.165  -0.140
C15 -1.745 1.295 -3.849  -0.435
C16 -3.047 0.967 -3.459  -0.122
C17 -4.126 1.522 -4.122  -0.065
C18 -3.915 2.414 -5.170  -0.056
C19 -2.626 2.744 -5.558  -0.054
C20 -1.536 2.187 -4.901  -0.070
H17 2.237 -0.258 -4.099  0.064
H18 4.293 1.058 -4.526  0.115
H19 4.313 3.488 -4.097  0.113
H20 2.287 4.620 -3.238  0.113
H21 0.247 3.316 -2.789  0.104
H22 -3.205 0.277 -2.638  0.085
H23 -5.136 1.263 -3.829  0.111
H24 -4.762 2.850 -5.685  0.115
H25 -2.465 3.436 -6.375  0.116
H26 -0.532 2.437 -5.220  0.109
C21 2.322 2.778 0.500  -0.168
As1 1.392 2.327 2.090  1.073
C22 0.461 3.885 2.631  -0.177
C23 2.564 1.861 3.509  -0.174
O4 0.132 1.157 1.877  -0.690
H27 2.799 3.740 0.693  0.066
H28 1.588 2.881 -0.297  0.014
H29 3.067 2.037 0.230  0.032
H30 1.180 4.658 2.898  0.061
H31 -0.172 3.660 3.486  0.053
H32 -0.156 4.226 1.803  0.058
H33 3.247 2.694 3.670  0.062
H34 3.118 0.962 3.260  0.035
H35 1.963 1.707 4.402  0.048
C24 3.261 -2.535 0.269  -0.100
S1 2.733 -0.888 0.067  0.521
O5 3.762 -0.123 -0.542  -0.225
O6 1.383 -0.939 -0.673  -0.505
O7 2.254 -0.380 1.393  -0.447
H36 3.420 -2.950 -0.729  0.097
H37 2.487 -3.092 0.800  0.071
H38 4.197 -2.512 0.828  0.094

Forces on atoms 1 to 3 (eV/Å):
-1.84 -0.11 -1.14
-0.04 -0.06 0.15
-0.10 0.00 -0.03

Values from the calculation:
ΔE to the lowest compared entry with this formula, charge and spin	48.51	kcal/mol
Kohn-Sham gap (alpha / beta)	5.605 / 5.199	eV
LUMO level (alpha / beta)	-0.241 / -0.256	Eh
total charge	+2
2S+1	2
E_HOMO (alpha / beta)	-12.17 / -12.17	eV


Molecular formula: C24H38BN6O3PS4SeW
Method: DFT, the ωB97M-V functional and the def2-TZVPD basis

Last column: Löwdin charge in e.
CARTESIAN COORDINATES (ANGSTROEM)
W1 -0.555 0.565 -0.001  0.409
C1 -2.669 -2.885 0.305  -0.023
N1 -1.582 -3.137 1.241  -0.083
C2 -1.087 -4.389 1.524  -0.035
C3 -0.132 -4.228 2.467  -0.045
N2 -0.040 -2.888 2.758  -0.029
B1 0.948 -2.302 3.791  -0.410
N3 2.309 -1.827 3.088  0.027
C4 3.330 -1.389 3.895  -0.050
C5 4.380 -1.043 3.112  -0.020
N4 4.002 -1.290 1.818  -0.112
C6 4.823 -1.059 0.638  -0.025
C7 2.731 -1.751 1.825  -0.599
S1 1.864 -2.176 0.369  0.609
C8 -0.925 -2.236 1.989  -0.664
S2 -1.229 -0.524 2.049  0.665
H1 -2.305 -3.006 -0.713  0.065
H2 -3.018 -1.866 0.441  0.052
H3 -3.477 -3.582 0.516  0.103
H4 -1.477 -5.270 1.048  0.132
H5 0.474 -4.952 2.981  0.131
H6 0.482 -1.345 4.342  0.064
H7 1.260 -3.178 4.553  0.084
H8 3.223 -1.377 4.965  0.136
H9 5.357 -0.670 3.360  0.131
H10 5.868 -1.111 0.932  0.099
H11 4.599 -0.085 0.207  0.078
H12 4.610 -1.829 -0.099  0.081
C9 -0.325 -2.695 -6.324  -0.082
C10 -0.986 -1.681 -5.420  -0.322
O1 -1.117 -2.217 -4.090  -0.415
P1 -0.108 -1.638 -2.948  0.564
S3 1.636 -0.262 -0.478  0.101
S4 -1.515 -0.405 -1.889  0.156
O2 -0.111 -2.950 -1.964  -0.475
C11 0.690 -4.046 -2.459  -0.322
C12 0.510 -5.230 -1.541  -0.075
H13 -0.276 -2.316 -7.345  0.080
H14 -0.891 -3.627 -6.329  0.080
H15 0.692 -2.905 -5.989  0.074
H16 -1.995 -1.442 -5.755  0.117
H17 -0.415 -0.748 -5.391  0.097
H18 1.738 -3.731 -2.498  0.107
H19 0.366 -4.294 -3.472  0.105
H20 0.825 -4.988 -0.527  0.047
H21 1.106 -6.071 -1.899  0.085
H22 -0.536 -5.539 -1.521  0.081
C13 -2.511 5.873 0.120  -0.006
N5 -1.171 5.353 -0.092  -0.063
C14 -0.847 4.082 -0.387  -0.672
Se1 -2.053 2.680 -0.637  0.704
N6 0.487 4.021 -0.523  0.133
C15 1.054 5.269 -0.301  -0.169
C16 2.367 5.715 -0.311  0.000
C17 2.565 7.058 -0.044  -0.068
C18 1.495 7.921 0.220  -0.064
C19 0.186 7.472 0.228  0.007
C20 -0.009 6.124 -0.035  -0.152
H23 -3.189 5.039 0.277  0.056
H24 -2.833 6.447 -0.747  0.110
H25 -2.509 6.510 1.003  0.101
H26 0.966 3.159 -0.741  0.139
H27 3.193 5.052 -0.525  0.118
H28 3.572 7.454 -0.045  0.111
H29 1.697 8.964 0.419  0.112
H30 -0.639 8.142 0.425  0.118
C21 1.351 1.685 3.657  -0.141
C22 0.010 2.388 3.930  -0.128
C23 -0.551 2.697 2.540  -0.211
O3 0.311 2.020 1.590  -0.440
C24 1.623 1.983 2.195  -0.182
H31 1.244 0.612 3.799  0.068
H32 2.154 2.046 4.298  0.123
H33 0.143 3.307 4.499  0.115
H34 -0.661 1.739 4.488  0.113
H35 -0.517 3.768 2.315  0.119
H36 -1.563 2.336 2.376  0.082
H37 2.086 2.967 2.053  0.130
H38 2.201 1.226 1.674  0.061

Forces on atoms 1 to 3 (eV/Å):
0.07 0.07 -0.19
0.03 0.03 0.04
-0.01 -0.04 -0.01

Values from the calculation:
ΔE to the lowest compared entry with this formula, charge and spin	52.62	kcal/mol
Kohn-Sham gap (alpha / beta)	6.712 / 7.540	eV
LUMO level (alpha / beta)	-0.097 / -0.108	Eh
total charge	+1
2S+1	4
E_HOMO (alpha / beta)	-9.35 / -10.48	eV


Molecular formula: C24H38CoN3O2
Method: DFT, the ωB97M-V functional and the def2-TZVPD basis

Last column: natural (NBO) charge in e.
CARTESIAN COORDINATES (ANGSTROEM)
Co1 1.816 0.070 0.399  1.518
C1 2.950 0.921 -1.468  0.020
C2 3.596 1.297 -0.296  -0.122
C3 2.691 2.189 0.444  0.022
C4 1.477 2.301 -0.279  -0.122
C5 1.628 1.549 -1.472  0.032
C6 0.635 1.447 -2.573  -0.692
C7 0.318 3.178 0.069  -0.670
C8 3.031 2.890 1.710  -0.675
C9 4.985 0.963 0.140  -0.651
C10 3.461 0.063 -2.574  -0.670
H1 0.916 2.139 -3.374  0.276
H2 -0.372 1.711 -2.248  0.266
H3 0.621 0.453 -3.024  0.234
H4 0.484 4.178 -0.340  0.259
H5 0.205 3.285 1.148  0.230
H6 -0.618 2.806 -0.347  0.261
H7 3.500 3.851 1.476  0.274
H8 3.747 2.330 2.310  0.242
H9 2.147 3.104 2.308  0.243
H10 5.615 1.854 0.079  0.259
H11 5.429 0.196 -0.489  0.240
H12 5.022 0.619 1.174  0.235
H13 2.723 -0.681 -2.880  0.223
H14 4.377 -0.453 -2.298  0.241
H15 3.672 0.676 -3.454  0.261
C11 -5.396 0.160 -2.019  -0.621
C12 -5.381 1.149 -0.863  -0.218
N1 -4.503 0.709 0.234  -0.395
C13 -5.114 -0.168 1.235  -0.215
C14 -5.986 0.575 2.238  -0.621
C15 -3.199 0.963 0.106  0.658
O1 -2.703 1.531 -0.867  -0.655
C16 -2.215 0.573 1.194  -0.137
C17 -2.379 0.642 2.572  -0.097
C18 -1.286 0.415 3.402  -0.228
C19 -0.054 0.148 2.844  0.057
N2 0.118 0.097 1.512  -0.619
C20 -0.945 0.296 0.724  0.079
H16 -6.084 0.509 -2.788  0.237
H17 -5.730 -0.827 -1.696  0.207
H18 -4.404 0.073 -2.461  0.216
H19 -6.380 1.267 -0.446  0.210
H20 -5.039 2.125 -1.197  0.234
H21 -4.337 -0.743 1.736  0.200
H22 -5.722 -0.895 0.693  0.219
H23 -5.420 1.322 2.797  0.200
H24 -6.424 -0.128 2.945  0.236
H25 -6.802 1.096 1.739  0.228
H26 -3.336 0.895 3.006  0.249
H27 -1.386 0.468 4.476  0.258
H28 0.820 -0.015 3.460  0.223
H29 -0.787 0.295 -0.349  0.226
C21 2.296 -5.091 -0.970  -0.421
N3 2.809 -3.840 -0.392  -0.339
C22 4.107 -3.855 0.299  -0.414
C23 2.137 -2.716 -0.444  0.703
C24 0.813 -2.639 -1.139  -0.713
O2 2.625 -1.679 0.116  -0.810
H30 2.901 -5.910 -0.598  0.242
H31 2.363 -5.078 -2.057  0.226
H32 1.267 -5.267 -0.666  0.223
H33 4.585 -4.811 0.115  0.233
H34 3.968 -3.718 1.370  0.227
H35 4.740 -3.056 -0.078  0.226
H36 0.716 -3.352 -1.952  0.263
H37 0.684 -1.634 -1.548  0.223
H38 0.009 -2.826 -0.423  0.263

Forces on atoms 1 to 3 (eV/Å):
0.01 -0.16 -0.05
-0.09 0.00 0.03
0.06 0.04 0.02

Values from the calculation:
ΔE to the lowest compared entry with this formula, charge and spin	0.85	kcal/mol
Kohn-Sham gap (alpha / beta)	8.718 / 6.280	eV
LUMO level (alpha / beta)	-0.204 / -0.294	Eh
total charge	+2
2S+1	5
E_HOMO (alpha / beta)	-14.27 / -14.28	eV


Calculated max |F|, 2.167, 0.215, 0.179 eV Å⁻¹ (same order as the records).